# 1
{"formula": "C5H8BrFO", "method": "ωB97M-V/def2-TZVPD", "symbols": ["H", "H", "H", "H", "H", "C", "C", "C", "C", "O", "H", "C", "H", "F", "H", "Br"], "coordinates": [[2.02, -2.91, -1.48], [-1.61, 1.56, 1.96], [0.67, -3.10, -0.18], [0.33, -2.67, -1.89], [-1.88, 2.65, 0.59], [-0.56, -0.08, 0.20], [-0.15, 1.43, 0.35], [-1.08, 2.23, 1.22], [1.11, -2.53, -1.10], [1.79, -0.15, -1.41], [0.91, 1.22, 0.80], [1.18, -1.13, -1.01], [0.07, 1.87, -0.67], [-1.62, -0.16, -0.69], [-0.40, 3.02, 1.64], [-0.79, -1.26, 1.68]], "lumo_energy_ev": 0.57, "e_above_lowest_kj_mol": 168.9, "charge": 0, "homo_ev": -7.7, "homo_lumo_gap_ev": 8.220}


# 2
{"formula": "C5H8BrNO", "method": "ωB97M-V/def2-TZVPD", "symbols": ["H", "O", "H", "H", "H", "C", "H", "H", "N", "H", "C", "C", "C", "C", "Br", "H"], "coordinates": [[0.78, 0.17, 2.95], [-0.27, 1.48, -3.10], [2.38, 0.48, 0.34], [-2.56, -1.26, -0.59], [0.64, 1.60, -0.53], [1.48, 0.51, 0.83], [-2.45, -1.61, -2.30], [-1.24, -2.21, -1.01], [-0.75, 0.65, -2.41], [1.55, -1.25, 2.26], [-1.90, -1.33, -1.42], [0.40, 1.06, 0.31], [-0.93, -0.11, -1.48], [1.54, -0.18, 2.22], [-1.17, 1.58, 1.22], [2.50, 0.43, 2.72]], "lumo_energy_ev": [0.17, 0.17], "e_above_lowest_kj_mol": 562.9, "charge": 0, "smiles": "CC#[N+][O-].C/C=C\\Br", "homo_ev": [-9.0, -9.0], "homo_lumo_gap_ev": [9.182, 9.182]}


# 3
{"formula": "C5H8Cl2N2O3Pt", "method": "ωB97M-V/def2-TZVPD", "symbols": ["Pt", "O", "H", "H", "C", "H", "H", "H", "H", "N", "C", "N", "C", "C", "O", "Cl", "H", "H", "O", "C", "Cl"], "coordinates": [[-0.77, 0.71, -0.05], [0.35, -2.63, 1.05], [-1.30, 1.67, -3.12], [-1.11, -0.97, 3.07], [-0.21, -0.78, 2.49], [-0.64, 1.22, 2.85], [0.85, 0.97, 2.23], [0.65, -1.13, 3.06], [-2.08, -1.20, -1.57], [-0.12, 0.67, 2.19], [-0.32, -1.63, 1.21], [-1.31, -1.16, 0.38], [2.48, -0.73, 0.01], [-1.17, -1.11, -1.00], [2.39, -1.17, -1.06], [0.95, 1.14, -3.50], [-0.32, 3.12, -3.57], [-0.28, -1.55, -1.45], [2.60, -0.30, 1.08], [-0.36, 2.20, -3.01], [-0.26, 2.65, -1.27]], "lumo_energy_ev": 0.16, "e_above_lowest_kj_mol": 12.8, "charge": 0, "homo_ev": -8.1, "homo_lumo_gap_ev": 8.255}


# 4
{"formula": "C5H8ClFO", "method": "ωB97M-V/def2-TZVPD", "symbols": ["C", "H", "F", "H", "H", "O", "Cl", "H", "H", "C", "H", "H", "C", "H", "C", "C"], "coordinates": [[0.13, 0.13, 0.23], [-2.13, 1.53, 1.44], [-1.43, 0.28, -1.56], [2.64, -0.15, 0.60], [1.96, -1.82, 0.92], [0.51, 0.63, 1.27], [-2.23, -1.11, 0.32], [-1.37, 2.44, 0.30], [3.01, -1.59, -0.48], [-1.93, 1.53, 0.38], [-2.83, 1.62, -0.14], [0.55, -1.68, -0.98], [2.37, -1.09, 0.14], [1.07, -0.28, -1.63], [1.01, -0.80, -0.66], [-1.33, 0.36, -0.17]], "lumo_energy_ev": 0.57, "e_above_lowest_kj_mol": 57.6, "charge": 0, "smiles": "CCC(=O)[C@@](C)(F)Cl", "homo_ev": -10.2, "homo_lumo_gap_ev": 10.803}


# 5
{"formula": "C5H8ClFS", "method": "ωB97M-V/def2-TZVPD", "symbols": ["H", "C", "H", "H", "H", "H", "C", "C", "C", "Cl", "F", "S", "H", "H", "H", "C"], "coordinates": [[2.37, 2.15, 0.06], [-2.02, -0.99, 0.17], [0.63, 2.32, 0.19], [-2.14, -1.90, -0.43], [1.44, 1.36, 1.32], [-2.72, -1.01, 1.00], [-0.57, -0.92, 0.62], [0.34, -0.66, -0.58], [1.44, 1.66, 0.25], [-2.45, 0.37, -0.83], [-0.47, 0.05, 1.65], [2.13, -0.94, -0.48], [-0.04, -0.96, -1.60], [1.22, 0.83, -1.73], [-0.34, -1.89, 1.10], [1.20, 0.54, -0.71]], "lumo_energy_ev": 0.74, "e_above_lowest_kj_mol": 63.7, "charge": 0, "smiles": "C[C@H]1S[C@H]1[C@@H](F)CCl", "homo_ev": -8.9, "homo_lumo_gap_ev": 9.593}


# 6
{"formula": "C5H8ClI", "method": "ωB97M-V/def2-TZVPD", "symbols": ["H", "Cl", "H", "H", "H", "C", "C", "C", "C", "I", "C", "H", "H", "H", "H"], "coordinates": [[1.90, -0.49, -1.01], [2.21, 1.00, 1.29], [0.63, -1.46, -1.55], [-0.92, -1.14, 1.68], [-1.88, -0.23, -1.38], [0.68, 0.43, 0.99], [0.05, -0.06, -0.23], [0.12, -0.87, 1.29], [-1.30, 0.48, -0.70], [-1.04, 2.33, 2.53], [0.91, -0.53, -1.27], [0.92, 0.18, -2.18], [-1.82, 0.59, 0.18], [-1.21, 1.46, -1.03], [0.76, -1.71, 1.39]], "lumo_energy_ev": [-1.74, -1.67], "e_above_lowest_kj_mol": 222.7, "charge": 0, "homo_ev": [-8.5, -8.5], "homo_lumo_gap_ev": [6.742, 6.855]}


# 7
{"formula": "C5H8ClN", "method": "ωB97M-V/def2-TZVPD", "symbols": ["C", "N", "H", "C", "C", "C", "C", "H", "H", "H", "H", "Cl", "H", "H", "H"], "coordinates": [[-0.15, -0.92, 0.66], [1.28, 0.65, -0.49], [-0.84, -1.75, -1.14], [0.38, 0.50, 0.66], [0.20, 0.30, -1.50], [-0.83, -0.79, -0.65], [0.03, -0.07, 1.99], [-0.40, 1.27, -1.82], [0.68, -1.66, 0.56], [-1.81, -0.29, -0.61], [0.70, -0.76, 2.48], [-0.93, 0.84, 2.95], [1.80, 1.57, -0.76], [0.57, 0.08, -2.69], [-0.69, 1.02, 0.34]], "lumo_energy_ev": 1.02, "e_above_lowest_kj_mol": 519.5, "charge": 0, "smiles": "Cl[C@H]1[C@H]2CCN[C@H]12", "homo_ev": -8.9, "homo_lumo_gap_ev": 9.948}


# 8
{"formula": "C5H8ClN2O", "method": "ωB97M-V/def2-TZVPD", "symbols": ["N", "C", "Cl", "N", "H", "C", "H", "H", "H", "H", "O", "H", "C", "C", "H", "C", "H"], "coordinates": [[1.72, -1.35, 0.08], [-0.63, -1.96, -0.09], [3.09, 0.75, -0.11], [-0.82, 0.49, 0.09], [-1.20, 3.76, 0.19], [1.67, -0.04, -0.13], [0.44, 3.02, 0.06], [-1.00, -0.42, -1.78], [-0.84, 2.49, 1.49], [2.53, -1.88, 0.28], [-0.91, 1.68, -0.45], [-1.30, -2.69, 0.07], [-1.23, -0.70, -0.66], [-0.65, 2.87, 0.38], [0.74, -3.22, 0.69], [0.62, -2.21, 0.27], [-2.24, -0.60, -0.39]], "lumo_energy_ev": [-4.88, -7.26], "multiplicity": 3, "e_above_lowest_kj_mol": 434.0, "charge": 1, "homo_ev": [-12.7, -13.4], "homo_lumo_gap_ev": [7.817, 6.174]}


Please write out number 1 again, unchanged.
{"formula": "C5H8BrFO", "method": "ωB97M-V/def2-TZVPD", "symbols": ["H", "H", "H", "H", "H", "C", "C", "C", "C", "O", "H", "C", "H", "F", "H", "Br"], "coordinates": [[2.02, -2.91, -1.48], [-1.61, 1.56, 1.96], [0.67, -3.10, -0.18], [0.33, -2.67, -1.89], [-1.88, 2.65, 0.59], [-0.56, -0.08, 0.20], [-0.15, 1.43, 0.35], [-1.08, 2.23, 1.22], [1.11, -2.53, -1.10], [1.79, -0.15, -1.41], [0.91, 1.22, 0.80], [1.18, -1.13, -1.01], [0.07, 1.87, -0.67], [-1.62, -0.16, -0.69], [-0.40, 3.02, 1.64], [-0.79, -1.26, 1.68]], "lumo_energy_ev": 0.57, "e_above_lowest_kj_mol": 168.9, "charge": 0, "homo_ev": -7.7, "homo_lumo_gap_ev": 8.220}


> Look up the charge of the fifth one.

0